# 1
138
Properties=species:S:1:pos:R:3:forces:R:3:lowdin_spin:R:1 method="wB97M-V/def2-TZVPD" fmax_ha_per_bohr=0.0065 mol_weight_g_mol=1024.35 total_charge=+2 energy_ha=-4799.2509 multiplicity=4 s_squared=3.79
C -3.531 -3.245 -5.148 0.006 0.005 -0.007 0.000
C 0.385 -2.327 3.677 -0.079 0.019 -0.060 -0.006
C 0.437 1.107 -5.032 -0.031 -0.031 -0.018 0.001
C -4.274 -2.579 1.331 0.005 -0.010 0.001 0.000
H -2.076 0.646 3.567 0.004 0.013 0.004 0.000
H -0.301 5.563 5.341 -0.006 0.011 -0.009 0.000
P -0.086 -1.056 2.440 -0.229 0.198 0.106 -0.017
N 2.607 1.311 -3.360 0.041 0.026 -0.091 0.002
C -3.879 1.426 -0.901 0.016 0.054 -0.011 0.001
C 0.251 3.268 2.230 0.016 -0.033 -0.049 0.001
C 0.965 -4.296 5.572 -0.002 -0.025 -0.026 -0.002
C -1.123 1.122 3.790 -0.056 0.002 -0.009 -0.002
C 3.793 0.500 -3.154 0.006 0.004 0.029 0.000
H -4.938 1.154 -0.929 -0.009 0.007 -0.001 0.000
C -3.974 1.131 1.533 0.003 0.010 -0.001 0.000
C 1.139 -4.822 -0.172 -0.031 -0.136 -0.042 0.000
H 0.419 -5.702 4.042 0.002 0.001 0.000 0.000
H 4.209 0.223 -4.125 0.004 0.014 0.002 0.000
C 0.776 -1.972 4.965 0.093 -0.024 0.004 -0.003
H -4.596 -3.382 -5.024 -0.001 -0.003 -0.004 0.000
C -2.078 -1.844 0.703 -0.020 0.028 0.009 0.002
H 2.896 -2.927 3.320 0.004 0.015 -0.003 0.000
C -1.729 5.160 -2.868 0.003 0.004 0.009 0.000
H 4.559 1.039 -2.590 0.007 -0.020 0.014 0.000
H 1.380 -2.663 6.898 -0.008 -0.004 0.006 0.000
N 1.841 -3.645 -0.656 0.121 0.109 0.153 0.001
C -1.731 4.776 3.938 -0.019 0.007 -0.005 0.000
H -5.251 -2.951 1.051 -0.003 0.001 0.001 0.000
C 2.551 -3.853 -1.916 -0.041 0.071 -0.115 0.000
C 0.095 4.029 -1.143 0.027 -0.056 -0.068 0.001
H 3.182 -5.032 2.106 -0.007 -0.023 -0.023 0.000
H 3.542 -0.413 -2.617 -0.019 -0.007 -0.007 0.000
H -3.301 0.502 -1.007 0.000 -0.033 0.012 0.000
H 1.848 -4.107 -2.708 -0.010 -0.013 0.002 0.000
C -0.020 0.476 3.408 0.100 -0.072 0.023 -0.001
H -1.954 2.433 5.233 -0.004 0.023 0.003 0.000
N 1.318 0.655 -1.506 0.081 -0.258 -0.200 -0.011
H -3.213 4.108 -1.786 0.008 0.005 -0.001 0.000
H -0.691 -2.427 -0.734 -0.081 -0.062 0.023 0.003
H 0.926 3.049 1.408 0.015 0.042 -0.007 0.000
H 0.285 2.109 -5.438 -0.008 -0.003 0.008 0.000
H -4.402 3.743 1.629 0.009 0.016 -0.023 0.000
H 3.628 3.097 -3.682 0.000 0.007 -0.003 0.000
C 3.682 -4.440 1.337 0.049 0.021 0.003 0.000
H -2.465 -1.745 4.063 0.003 -0.007 -0.001 0.000
H -3.676 2.043 -1.776 0.023 0.031 -0.004 0.000
C 4.256 -0.197 0.551 -0.113 0.016 0.147 0.002
C -2.715 -1.893 3.019 0.000 -0.010 -0.011 0.000
C 3.083 2.087 -0.522 -0.004 -0.023 0.036 -0.003
H 0.849 -0.933 5.254 -0.036 -0.010 0.020 0.000
N 0.328 1.100 -3.578 0.045 -0.037 0.011 0.008
N -1.113 -1.574 -0.361 0.250 -0.056 -0.185 -0.011
C 3.292 -2.344 2.489 0.047 0.038 -0.077 -0.001
C -3.555 2.121 0.437 -0.018 -0.078 -0.082 0.001
C 0.534 4.878 -2.148 -0.011 -0.011 0.023 0.000
N -0.511 -2.120 -3.322 -0.109 -0.014 0.002 0.001
C -0.707 4.735 4.777 0.009 -0.001 0.002 0.000
C -1.255 3.702 -0.971 0.021 -0.034 -0.011 0.002
N 3.088 -3.106 1.262 -0.054 -0.044 0.033 -0.002
H -1.133 -3.619 -7.538 0.002 0.002 -0.001 0.000
C 2.978 -0.296 -0.008 -0.021 -0.055 -0.109 0.000
H -2.978 3.190 3.112 0.039 0.005 0.027 0.000
H -1.598 -1.172 -1.164 0.001 -0.011 -0.048 0.005
H 2.901 2.296 3.864 0.006 -0.005 -0.026 0.000
H -1.565 1.952 -3.470 -0.047 0.068 0.020 0.000
H 1.588 5.118 -2.235 0.002 0.013 0.006 0.000
H 0.828 3.622 -0.462 -0.011 -0.024 0.032 0.000
C 0.951 3.342 3.574 -0.022 0.061 0.031 0.000
C -3.968 -2.362 2.669 0.008 -0.010 0.004 0.000
H 4.766 -1.081 0.897 0.000 -0.069 0.079 0.000
C 2.445 0.851 -0.652 0.057 0.052 -0.166 0.002
H 1.555 4.252 3.624 0.028 -0.022 0.018 0.000
Cr 0.402 -0.254 0.020 0.016 0.154 0.170 2.897
H 3.086 -2.946 -2.192 -0.016 0.002 0.008 0.000
C -0.824 -2.902 -5.521 -0.005 -0.008 -0.020 0.000
H -0.105 -3.973 2.391 -0.084 -0.011 -0.116 0.000
C 1.388 0.893 3.589 -0.060 0.051 0.016 0.000
H -3.920 1.558 2.534 0.005 -0.012 -0.010 0.000
H 2.110 0.087 3.685 0.031 0.026 -0.005 0.000
C 4.294 2.180 0.130 -0.004 0.009 0.011 0.001
H -0.340 0.454 -5.431 0.006 -0.004 -0.008 0.000
C -4.410 3.388 0.596 0.003 0.016 0.041 0.000
H 1.773 -5.608 0.249 -0.091 0.017 -0.052 0.000
H 3.627 -4.949 0.382 0.092 0.052 0.029 0.000
H 4.795 3.134 0.214 0.001 0.001 0.000 0.000
C 2.800 2.535 -4.123 0.020 -0.007 0.011 0.000
H 3.042 2.333 -5.169 0.009 0.010 0.007 0.000
H -3.566 -2.506 -0.693 0.005 -0.003 -0.006 0.000
O -0.869 1.087 0.200 0.033 -0.040 0.317 0.101
H -3.232 -2.528 -3.148 0.011 0.003 0.000 0.000
C 1.074 -2.955 5.902 0.013 0.055 -0.001 0.000
C 0.256 -3.678 3.363 0.047 -0.007 -0.036 -0.002
H 1.517 -1.686 -3.252 0.016 0.016 -0.009 0.000
H -3.554 -3.925 -7.189 -0.003 0.001 0.000 0.000
H 3.278 -4.668 -1.832 0.000 0.003 0.023 0.000
C -1.401 -2.600 -4.283 0.007 0.008 0.038 0.000
C -1.041 1.073 -3.099 -0.012 0.039 0.065 0.002
C -0.071 3.359 4.741 -0.005 0.002 0.023 0.000
H 5.888 1.077 1.056 -0.001 -0.002 0.004 0.000
H 1.405 0.731 -5.349 -0.023 -0.007 -0.008 0.000
C -3.329 -2.330 0.349 -0.014 0.023 0.019 -0.001
H -4.704 -2.566 3.434 -0.003 0.002 0.000 0.000
H 4.731 -4.332 1.611 -0.009 0.010 0.024 0.000
N 2.160 -1.431 -0.166 -0.009 0.022 0.016 0.001
S 0.877 -2.564 -5.457 -0.006 0.024 -0.003 0.000
H 4.355 -2.180 2.661 0.020 0.030 -0.019 0.000
H -2.332 5.640 3.693 0.014 0.012 -0.007 0.000
C -1.585 -3.384 -6.584 -0.001 -0.011 0.008 0.000
H 0.412 3.065 5.672 0.002 -0.002 -0.004 0.000
C 1.843 2.143 3.681 -0.030 -0.021 0.007 0.001
C -2.775 -2.771 -4.098 -0.003 -0.012 0.002 0.000
C 4.899 1.024 0.620 0.013 -0.011 0.011 -0.006
H 2.646 2.950 -1.004 0.021 0.008 -0.026 0.000
H 1.905 3.152 -4.072 0.013 -0.004 -0.003 0.000
H 0.392 -4.540 0.561 -0.009 0.029 0.132 0.000
C -1.764 -1.605 2.040 0.024 -0.045 -0.056 0.002
C -2.153 4.305 -1.857 -0.027 -0.107 -0.073 0.000
C -0.382 5.446 -3.023 0.008 0.029 -0.006 0.000
Si -1.692 2.504 0.437 0.046 0.042 -0.142 0.014
H -3.369 0.227 1.512 -0.014 0.029 -0.015 0.000
H -5.016 0.834 1.371 -0.012 0.009 0.005 0.000
C -2.939 -3.552 -6.381 -0.005 -0.001 0.005 0.000
H -1.061 1.083 -2.018 -0.018 0.068 0.110 0.001
C 2.394 -2.690 0.199 0.040 -0.173 -0.153 0.004
H -0.052 6.127 -3.797 -0.002 -0.012 -0.012 0.000
H 2.780 -1.391 2.440 0.031 0.005 -0.047 -0.001
H -4.087 4.220 -0.027 -0.027 0.001 0.010 0.000
H 1.187 -5.056 6.308 0.004 -0.003 -0.001 0.000
C -1.932 3.417 3.298 -0.004 -0.016 -0.005 0.000
H -1.537 0.177 -3.479 -0.013 0.007 0.019 0.000
C 0.674 -2.047 -3.825 0.038 0.010 0.074 0.000
C -1.071 3.240 2.049 -0.105 -0.016 0.036 0.001
C 1.402 1.017 -2.787 -0.082 0.109 0.153 0.008
H -5.452 3.168 0.343 -0.007 -0.007 0.013 0.000
C 0.542 -4.657 4.298 0.043 -0.020 0.028 0.000
C -1.285 2.491 4.371 0.016 -0.051 -0.001 0.000
H 0.608 -5.251 -1.023 0.002 0.010 0.008 0.000
H -2.458 5.610 -3.529 0.000 0.001 0.000 0.000

***

# 2
19
Properties=species:S:1:pos:R:3:forces:R:3:mulliken_charge:R:1 method="wB97M-V/def2-TZVPD" fmax_ha_per_bohr=0.0692 mol_weight_g_mol=130.15 total_charge=+2 energy_ha=-452.0360 multiplicity=1
O 4.724 -1.623 -0.190 0.142 -0.145 0.247 -0.147
N -0.642 -0.634 -0.428 1.339 0.123 1.115 -0.171
H -0.687 0.069 -1.162 -0.881 -0.081 -0.365 0.383
H 0.577 2.070 0.122 0.188 -1.154 0.067 0.202
H -2.754 -1.020 -0.370 0.088 0.008 -1.338 0.362
H 0.110 -1.248 -0.728 0.177 -0.130 -0.278 0.356
H 0.545 -0.630 1.289 0.015 -0.448 1.212 0.480
H 3.731 1.796 -0.766 1.030 0.424 -0.079 0.281
C -1.813 -1.534 -0.190 -1.264 1.370 1.570 -0.769
N 2.924 1.897 -0.192 0.816 2.522 -0.612 -0.255
C 3.803 -0.992 -0.004 -1.767 1.579 -0.218 0.587
H -0.885 0.661 1.236 1.157 -0.845 0.235 0.447
C -0.024 0.104 0.778 -1.126 1.656 -2.068 -0.744
H 2.444 2.790 -0.114 0.804 0.179 -0.342 0.245
C 2.202 0.880 0.019 -0.013 -3.420 0.983 0.620
N 0.896 1.081 0.181 -1.540 0.250 0.967 -0.218
H -2.058 -1.678 0.888 1.412 -0.511 -0.448 0.335
N 2.699 -0.394 0.148 0.144 -0.314 -0.386 -0.342
H -1.567 -2.390 -0.761 -0.721 -1.064 -0.260 0.348

***

# 3
13
Properties=species:S:1:pos:R:3:forces:R:3:mulliken_charge:R:1 method="wB97M-V/def2-TZVPD" fmax_ha_per_bohr=0.0432 mol_weight_g_mol=72.11 total_charge=0 energy_ha=-228.5274 multiplicity=1
C 0.521 0.499 -1.512 -0.315 -0.026 -0.819 -0.519
H 0.052 1.472 -1.328 0.141 0.103 -0.119 0.326
C -1.663 -0.202 -1.977 -0.106 2.175 0.433 -0.247
N -0.449 -0.504 -1.905 -0.245 -1.461 1.024 -0.400
H 1.309 0.564 -2.260 0.097 0.120 0.083 0.241
H -0.149 0.743 2.988 0.058 0.079 -0.085 0.248
H 0.948 0.128 -0.582 0.143 0.122 0.006 0.126
N 0.810 0.413 3.107 -0.261 0.173 -0.366 -0.474
H -2.543 -0.805 -1.767 0.398 -0.938 -0.906 0.258
H -1.925 0.873 -2.072 -0.106 -0.089 0.323 0.216
C 0.979 -0.691 2.513 -0.011 -0.484 1.432 -0.311
H 0.189 -1.295 2.063 0.026 0.232 -0.401 0.273
H 1.920 -1.195 2.731 0.182 -0.005 -0.605 0.264